Formula: C3H10N4
Source: OMol25
Level of theory: ωB97M-V/def2-TZVPD

F_max ... 0.100 Eh/bohr
HOMO-LUMO gap (alpha / beta) ... 8.57 / 8.57 eV

Geometry as XYZ:
```
17
C3H10N4 (ωB97M-V/def2-TZVPD)
C -0.15 -1.99 -0.11
C -1.61 -0.47 0.93
C 1.54 0.56 -1.15
N 0.51 2.88 0.42
N 0.05 1.67 0.39
N -0.83 -0.75 -0.22
N 0.49 0.72 -0.22
H 0.23 -2.11 -1.15
H 0.73 -1.89 0.62
H -0.84 -2.78 -0.03
H -1.50 0.62 1.19
H -2.63 -0.70 0.64
H -1.35 -1.11 1.81
H 1.10 0.92 -2.20
H 2.28 1.31 -0.87
H 1.91 -0.39 -1.24
H 0.07 3.50 1.20
```

=====

Formula: C6H25NO6
Source: OMol25
Level of theory: ωB97M-V/def2-TZVPD

SMILES ... CCCN[C@@H](C)CO.O.O.O.O.O
F_max ... 0.025 Eh/bohr
HOMO-LUMO gap ... 8.67 eV

Geometry as XYZ:
```
38
C6H25NO6 (ωB97M-V/def2-TZVPD)
C -1.05 -3.03 -0.63
C -0.58 -3.28 0.79
C -0.20 -2.02 -1.40
N -0.80 -0.69 -1.32
C -0.02 0.43 -3.45
C 0.01 0.37 -1.90
C -0.42 1.69 -1.32
O -0.05 1.90 0.04
H -1.12 -3.98 -1.18
H -2.08 -2.65 -0.66
H 0.25 -2.67 1.14
H -0.34 -4.32 0.99
H -1.31 -3.05 1.57
H 0.79 -1.92 -0.95
H 0.03 -2.32 -2.43
H -1.74 -0.69 -1.68
H -0.77 -0.24 -3.86
H -0.23 1.45 -3.81
H 0.93 0.17 -3.92
H 1.04 0.11 -1.65
H -1.51 1.80 -1.36
H 0.00 2.54 -1.88
H 0.68 1.35 0.33
H -1.58 1.58 4.79
H -2.14 2.52 3.66
O -2.25 1.67 4.11
H 3.93 -0.55 -1.40
H 3.70 0.19 -2.70
O 3.31 -0.51 -2.15
H 2.69 1.06 2.62
H 2.11 2.41 3.05
O 1.97 1.67 2.44
H 0.41 0.00 2.96
H -0.35 -1.18 3.41
O 0.55 -0.93 3.19
H -1.03 3.17 2.05
H -1.71 3.91 0.89
O -1.14 4.04 1.65
```

=====

Formula: C18H18N2O5
Source: OMol25
Level of theory: ωB97M-V/def2-TZVPD

SMILES ... CCOCc1c(C(=O)OCC(=O)/C(C#N)=C(\C)N)oc2ccccc12
F_max ... 0.024 Eh/bohr
HOMO-LUMO gap ... 8.72 eV

Geometry as XYZ:
```
43
C18H18N2O5 (ωB97M-V/def2-TZVPD)
C 1.86 3.01 -1.34
C 0.89 3.27 -0.18
O 0.01 2.19 0.07
C -0.94 1.97 -0.95
C -1.64 0.68 -0.67
C -1.10 -0.57 -0.76
C 0.27 -0.94 -1.12
O 1.05 -0.22 -1.69
O 0.58 -2.18 -0.70
C 1.94 -2.56 -0.84
H 2.18 -2.73 -1.89
C 2.94 -1.53 -0.29
O 4.05 -1.47 -0.80
C 2.50 -0.71 0.81
C 3.17 0.44 1.20
N 2.68 1.22 2.18
H 3.12 2.09 2.40
H 1.77 1.02 2.56
C 4.44 0.87 0.57
H 4.71 1.88 0.88
H 4.36 0.83 -0.52
H 5.24 0.18 0.84
C 1.32 -1.02 1.52
N 0.40 -1.22 2.18
H 2.03 -3.49 -0.28
O -1.97 -1.54 -0.37
C -3.11 -0.90 -0.02
C -4.29 -1.48 0.43
C -5.33 -0.62 0.73
C -5.20 0.76 0.59
C -4.04 1.34 0.13
C -2.97 0.49 -0.18
H -3.94 2.41 0.02
H -6.04 1.39 0.83
H -6.26 -1.03 1.09
H -4.37 -2.54 0.55
H -1.66 2.80 -0.99
H -0.43 1.89 -1.93
H 1.44 3.38 0.76
H 0.31 4.19 -0.36
H 1.42 3.27 -2.29
H 2.76 3.61 -1.21
H 2.13 1.96 -1.36
```

=====

Q: What is the F_max in the third record?
A: 0.024 Eh/bohr